No. 1
97
Properties=species:S:1:pos:R:3:forces:R:3:mulliken_charge:R:1 method="wB97M-V/def2-TZVPD" gap_ev=5.38 homo_energy_ev=-3.972 e_tot_ha=-3908.62678 lumo_ev=1.4 multiplicity=1 charge=-1
C 7.0589 0.0020 3.6835 0.0 0.1 0.1 -0.859
C 7.7432 0.5464 2.4431 0.1 -0.1 -0.1 -0.262
O 6.8723 1.4530 1.7697 -0.2 0.1 -0.2 -0.353
P 6.1172 1.0411 0.4116 0.3 -0.2 0.0 0.670
O 6.9758 1.0617 -0.7943 -0.3 -0.1 0.3 -0.876
C 4.6837 2.0900 0.4635 0.0 0.3 -0.2 -0.575
C 3.9172 2.1078 1.7881 0.1 -0.4 0.0 -0.553
P 2.0631 2.3838 1.5791 -0.1 0.6 0.0 -0.297
P 1.5279 2.0494 3.8137 0.0 -0.1 0.0 -0.067
C 3.1125 1.8875 4.7658 0.1 -0.1 0.1 -1.031
C 1.1285 3.7910 4.2622 -0.2 0.1 0.0 -1.228
O 1.8208 0.6560 1.2417 0.1 -0.3 -0.2 -0.031
C 0.6338 0.4882 0.5192 -0.1 0.3 0.2 -0.033
C -0.3808 1.3798 1.2372 0.0 -0.1 0.0 0.707
C -1.7106 1.5827 0.5240 0.0 0.1 -0.1 -1.175
C -2.5161 0.2780 0.3445 0.0 0.0 0.0 0.393
C -3.7037 0.1957 1.3098 0.2 -0.2 0.1 -1.206
S -4.9572 -0.9822 0.8404 -0.1 0.0 -0.2 1.311
O -5.6198 -1.4824 2.0158 0.1 0.0 -0.3 -0.661
O -4.4349 -1.8830 -0.1483 -0.2 0.2 0.4 -0.606
O -6.0106 -0.0208 0.0962 0.0 -0.2 0.0 -0.443
O 0.2841 2.5985 1.3926 0.0 -0.2 0.2 -0.643
O 5.5434 -0.4206 0.7531 0.2 0.1 0.2 -0.118
C 5.9560 -1.6116 0.0745 -0.2 0.0 -0.4 -0.364
C 6.1319 -2.7311 1.0818 -0.1 0.0 0.2 -1.065
H 6.2338 -0.6616 3.4155 0.1 0.1 0.0 0.046
H 6.6465 0.8293 4.2697 0.1 -0.1 -0.1 0.269
H 7.7737 -0.5480 4.3047 -0.1 0.0 -0.1 0.414
H 8.0441 -0.2610 1.7619 0.0 0.1 0.1 0.182
H 8.6460 1.1108 2.6966 -0.1 -0.1 0.0 0.434
H 5.0688 3.0800 0.1849 -0.3 0.0 0.0 0.233
H 4.0138 1.7685 -0.3454 0.2 0.0 0.0 0.331
H 4.3167 2.8835 2.4448 0.0 -0.1 0.0 0.452
H 4.0507 1.1448 2.2920 0.0 0.1 0.0 0.033
H 2.1895 2.5949 0.1561 0.0 0.0 0.0 0.084
H 2.1439 3.8068 1.8212 0.0 -0.1 0.0 0.031
H 3.8114 2.7226 4.6399 -0.1 -0.1 0.0 0.259
H 2.8733 1.7999 5.8329 0.0 0.0 -0.1 0.513
H 3.6174 0.9656 4.4607 0.0 0.1 0.1 0.187
H 1.8885 4.5170 3.9430 0.0 -0.1 0.0 0.346
H 0.9775 3.8762 5.3450 0.0 0.0 -0.1 0.445
H 0.1906 4.0389 3.7542 0.1 0.1 0.1 0.281
H 0.3440 -0.5715 0.4984 -0.1 0.3 0.1 -0.210
H 0.7655 0.8525 -0.5184 -0.2 -0.1 0.0 0.145
H -0.5701 0.9159 2.2264 0.0 0.0 -0.1 0.012
H -2.2904 2.3027 1.1148 0.1 0.0 -0.1 0.440
H -1.5296 2.0602 -0.4458 0.1 -0.1 0.1 0.289
H -2.8717 0.1709 -0.6830 0.0 0.1 0.1 0.169
H -1.8724 -0.5880 0.5330 -0.1 0.1 -0.1 0.001
H -3.3973 -0.1589 2.2995 0.0 0.2 -0.1 0.334
H -4.2085 1.1566 1.4150 0.0 -0.1 0.1 0.493
H -6.8799 -0.1326 0.5164 0.0 0.0 0.0 0.336
H 5.1577 -1.8489 -0.6409 0.1 -0.1 0.1 0.216
H 6.8570 -1.4164 -0.5149 -0.1 0.0 0.1 0.535
H 5.8519 -3.6857 0.6323 0.2 0.0 0.1 0.361
H 5.4632 -2.5572 1.9312 0.0 -0.1 -0.2 0.181
H 7.1510 -2.7960 1.4742 -0.1 0.1 -0.1 0.359
C -11.1826 -0.0167 -0.8780 0.0 0.0 -0.1 -0.325
C -9.9161 -0.8074 -1.1600 0.0 -0.1 0.0 -0.346
O -9.0700 -0.4007 -0.0823 0.1 0.0 0.1 -0.261
C -9.8407 0.0433 0.9431 0.0 0.0 0.0 0.630
O -9.4311 0.3048 2.0235 0.0 0.0 0.0 -0.492
O -11.1283 0.1491 0.5420 0.0 0.0 0.0 -0.355
H -12.0986 -0.5369 -1.1430 0.0 0.0 0.0 0.295
H -11.1670 0.9696 -1.3444 0.0 0.0 0.0 0.254
H -10.0734 -1.8846 -1.0900 0.0 0.0 0.0 0.252
H -9.4364 -0.5642 -2.1036 0.0 0.0 0.0 0.312
C 2.3218 -2.3548 1.0640 0.1 0.2 0.0 0.578
C 1.6481 -2.4590 -0.2915 0.0 0.2 0.0 0.030
O 2.5325 -3.3254 -1.0132 0.0 -0.2 0.0 -0.393
C 3.2310 -4.0661 -0.1149 0.0 0.3 0.0 0.507
O 3.9543 -4.9671 -0.4022 -0.1 -0.1 0.0 -0.578
O 3.0135 -3.6151 1.1338 0.0 -0.3 0.0 -0.399
H 1.6318 -2.2743 1.8978 0.0 0.0 0.0 0.318
H 3.0546 -1.5466 1.1138 -0.1 0.0 0.0 -0.123
H 0.6659 -2.9330 -0.2259 0.0 0.0 0.0 0.203
H 1.5612 -1.5030 -0.8022 0.2 -0.2 -0.1 0.023
C -0.7381 -1.6773 -3.2535 0.1 -0.2 -0.1 -0.096
C 0.5924 -1.4369 -3.9432 0.0 -0.1 0.1 -0.342
O 0.3786 -0.1622 -4.5642 0.0 0.1 0.0 -0.413
C -0.6145 0.4741 -3.9122 -0.1 -0.1 0.0 0.546
O -0.9593 1.5954 -4.1239 0.0 0.0 0.0 -0.620
O -1.1918 -0.3421 -3.0067 0.0 0.1 0.1 -0.033
H -0.6537 -2.2293 -2.3213 0.0 0.2 0.1 0.215
H -1.4553 -2.1704 -3.9089 0.0 0.0 0.0 0.187
H 1.4250 -1.3535 -3.2430 0.0 0.0 0.0 0.238
H 0.8296 -2.1759 -4.7030 0.0 0.1 -0.1 0.332
C -4.0904 0.3088 -4.9172 0.0 0.1 0.0 -0.213
C -4.7323 0.2221 -6.2918 0.0 0.0 0.1 -0.364
O -3.8797 -0.7093 -6.9704 0.0 0.0 -0.1 -0.371
C -3.2437 -1.4624 -6.0472 0.0 0.0 0.1 0.671
O -2.5730 -2.4163 -6.2858 0.0 0.0 0.0 -0.562
O -3.4696 -0.9795 -4.8086 0.0 -0.1 0.0 -0.170
H -4.7948 0.4343 -4.1003 0.0 -0.1 0.0 0.291
H -3.3129 1.0716 -4.8565 0.0 0.0 0.0 0.173
H -5.7395 -0.1968 -6.2553 0.0 0.0 0.0 0.248
H -4.7405 1.1609 -6.8380 0.1 0.0 0.0 0.316


No. 2
66
Properties=species:S:1:pos:R:3:forces:R:3:mulliken_spin:R:1 method="wB97M-V/def2-TZVPD" gap_ev="6.74 / 7.26" homo_energy_ev="-11.342 / -11.422" relative_energy_kj_mol=59.4 e_tot_ha=-7925.30750 lumo_ev="-4.6 / -4.2" multiplicity=2 charge=+1
V 0.3845 -0.4422 -0.3136 0.5 0.1 0.1 1.353
Se 2.7456 2.1982 -1.2787 -0.1 -0.1 0.0 0.005
Se 2.3583 -0.0596 -1.8486 0.3 0.0 -0.2 -0.018
C 3.7617 -0.8809 -0.7919 0.0 0.0 0.0 0.000
C 5.0211 -1.0053 -1.3497 0.0 0.1 0.0 -0.001
C 5.9852 -1.6550 -0.5919 0.0 0.0 0.0 0.000
C 5.6366 -2.1436 0.6543 0.0 0.0 0.0 0.000
C 4.3344 -1.9658 1.1044 0.0 0.0 0.0 0.000
N 3.4019 -1.3401 0.3902 0.1 0.0 0.0 0.001
C 0.9593 2.6862 -0.7791 0.0 -0.1 0.1 0.001
C 0.6708 4.0427 -0.8678 0.0 0.1 0.1 -0.003
C -0.5685 4.4854 -0.4492 0.0 0.1 0.0 0.001
C -1.4947 3.5648 0.0202 0.0 0.0 0.0 0.001
C -1.1408 2.2344 0.0419 0.1 -0.1 0.0 0.005
N 0.0698 1.7954 -0.3424 0.0 0.1 -0.2 -0.026
H 5.2449 -0.6107 -2.3314 0.0 0.0 0.0 0.000
H 6.9887 -1.7799 -0.9754 0.0 0.0 0.0 0.000
H 6.3571 -2.6609 1.2716 0.0 0.0 0.0 0.000
H 4.0251 -2.3404 2.0719 0.0 0.0 0.0 0.000
H 1.4067 4.7317 -1.2593 0.0 0.0 0.0 0.000
H -0.8131 5.5378 -0.5016 0.0 0.0 0.0 0.000
H -2.4760 3.8673 0.3542 0.0 0.0 0.0 0.000
H -1.8339 1.4696 0.3715 0.0 0.0 0.0 0.002
N -0.7871 -0.2561 -1.5405 -0.9 0.1 -0.8 -0.266
C -1.7200 -0.1805 -2.4078 0.2 0.0 0.1 -0.004
C -3.0908 -0.4734 -1.9709 -0.1 0.1 -0.1 -0.002
C -3.3033 -1.3626 -0.9171 0.0 -0.1 0.1 0.006
C -4.5949 -1.6203 -0.4911 0.0 0.0 0.0 -0.001
C -5.6676 -0.9774 -1.0989 0.0 0.0 0.0 0.002
C -5.4566 -0.0824 -2.1405 0.0 0.0 0.0 -0.003
C -4.1692 0.1644 -2.5858 -0.1 0.0 0.0 0.003
C -1.3902 0.1676 -3.8016 0.0 0.0 0.0 -0.010
C -2.0487 -0.4597 -4.8579 0.0 0.0 0.0 0.002
C -1.6899 -0.1659 -6.1639 0.0 0.0 0.1 -0.002
C -0.6944 0.7678 -6.4181 0.0 0.0 0.0 0.002
C -0.0462 1.4087 -5.3689 -0.1 -0.1 0.0 0.000
C -0.3877 1.1008 -4.0641 0.1 0.0 0.0 0.005
H -2.4581 -1.8627 -0.4550 -0.1 0.0 0.0 -0.001
H -4.7663 -2.3239 0.3116 0.0 0.0 0.0 0.000
H -6.6759 -1.1789 -0.7623 0.0 0.0 0.0 0.000
H -6.2937 0.4183 -2.6067 0.0 0.0 0.0 0.000
H -3.9973 0.8599 -3.3965 0.0 0.0 0.0 0.000
H -2.8177 -1.1937 -4.6557 0.0 0.0 0.0 0.000
H -2.1859 -0.6675 -6.9829 0.0 0.0 0.0 0.000
H -0.4242 1.0010 -7.4394 0.0 0.0 0.0 0.000
H 0.7198 2.1452 -5.5699 0.0 0.0 0.0 0.000
H 0.0975 1.6117 -3.2415 0.0 0.0 0.0 0.003
I 0.4929 -3.0054 -0.9373 0.2 0.2 0.2 -0.021
O 1.2624 0.3348 1.3971 0.0 -0.3 0.1 -0.016
C 0.3919 -0.3116 2.0447 -0.2 -0.1 -0.3 -0.001
O -0.5896 -0.7958 1.3653 0.3 0.1 0.8 -0.017
C 0.5337 -0.5425 3.4908 -0.1 0.0 0.0 -0.003
C 1.3340 0.3170 4.2323 0.1 -0.1 0.0 0.000
C 1.4482 0.0871 5.5856 0.0 0.2 0.1 0.000
C 0.8197 -0.9604 6.2257 0.0 0.0 0.0 0.001
C 0.0515 -1.7968 5.4416 -0.1 -0.1 0.1 0.001
C -0.1187 -1.6148 4.0868 0.0 0.1 -0.1 0.002
N -0.6284 -2.9402 6.0934 0.2 0.2 -0.1 0.000
O -0.5866 -2.9891 7.2966 0.0 0.0 0.4 0.000
O -1.1720 -3.7365 5.3694 -0.2 -0.3 -0.3 0.000
N 2.2871 1.0049 6.3931 0.2 -0.5 -0.3 0.000
O 2.8634 1.8826 5.7974 0.0 0.4 -0.2 0.000
O 2.3887 0.7646 7.5686 -0.1 0.0 0.4 0.000
H 1.8602 1.1412 3.7713 0.0 0.0 0.0 0.000
H 0.9235 -1.1187 7.2894 0.0 0.0 0.0 0.000
H -0.7384 -2.2900 3.5139 0.0 0.0 0.0 0.002


No. 3
17
Properties=species:S:1:pos:R:3:forces:R:3:mulliken_charge:R:1 method="wB97M-V/def2-TZVPD" gap_ev=9.40 homo_energy_ev=-8.856 smiles="NCCNC=O.O" relative_energy_kj_mol=214.9 e_tot_ha=-380.25482 lumo_ev=0.5 multiplicity=1 charge=0
C -1.0624 -0.8810 1.3274 -1.3 0.9 -3.0 0.091
N -0.3856 -0.5172 0.1587 1.4 -0.5 1.3 -0.008
C 1.0471 -0.5424 0.0146 0.6 0.3 0.9 -0.600
C 1.8132 0.7806 -0.2056 -3.0 1.8 0.0 -0.480
N 3.1705 0.6051 -0.2428 5.0 -2.7 -2.1 -0.598
O -2.2804 -0.9241 1.2763 0.8 -0.1 1.1 -0.555
H -0.4552 -1.0871 2.2048 0.3 -0.3 0.2 0.313
H -0.8658 0.0211 -0.5253 -1.0 0.0 -0.3 0.173
H 1.4573 -1.0660 -0.8433 -0.8 -0.7 -0.6 0.247
H 1.4595 -1.1365 0.8432 0.0 0.5 0.2 0.410
H 1.3953 1.2661 -1.1279 0.5 -0.6 0.3 0.238
H 1.7356 1.6583 0.4825 -0.9 -1.0 0.3 0.313
H 3.6041 -0.1638 -0.9709 -1.7 2.4 2.5 0.249
H 3.5038 0.3786 0.7009 0.1 0.0 -0.7 0.254
H -3.1636 1.4338 -1.8793 -1.1 -0.2 0.7 0.296
H -1.8512 1.4033 -2.3670 0.3 -0.9 1.0 0.298
O -2.3572 0.9908 -1.6197 0.9 1.1 -1.8 -0.641